{"formula": "C32H43BN2O9", "method": "ωB97M-V with the def2-TZVPD basis set", "homo_energy_ha": -0.3108, "orbital_gap_ha": 0.297, "smiles": "CCCCNc1cc(OC[C@@H](C)O)cc2c1C(=O)c1c(CCCCOC(C)=O)cc(CB(O)O)c(O)c1C2=O.CCCC#N", "symbols": ["H", "C", "H", "H", "H", "C", "H", "O", "C", "H", "O", "C", "O", "N", "C", "C", "H", "H", "H", "B", "O", "C", "C", "C", "C", "H", "H", "H", "C", "H", "H", "C", "C", "C", "H", "C", "H", "O", "H", "H", "H", "H", "C", "H", "H", "C", "H", "C", "C", "H", "C", "H", "C", "H", "H", "H", "H", "C", "H", "O", "H", "C", "C", "H", "C", "C", "H", "H", "C", "N", "O", "H", "H", "C", "O", "H", "C", "O", "C", "H", "H", "C", "C", "H", "H", "H", "H"], "positions_angstrom": [[8.505, 0.347, 0.470], [1.595, -2.972, -1.741], [-3.203, -2.240, -1.310], [-0.567, -0.862, -5.494], [-5.894, 3.883, -1.635], [4.658, 0.208, 0.670], [1.905, 4.472, 4.659], [-4.813, 1.022, -0.510], [2.739, -1.169, 0.184], [1.593, 5.777, 3.488], [-0.900, -1.621, -5.979], [-7.732, -0.308, 4.655], [0.653, -1.458, 1.288], [-6.178, -2.593, 2.139], [-0.590, -3.842, -4.726], [7.447, 0.600, 0.457], [-9.018, 0.673, 3.233], [8.278, 2.382, -0.367], [-5.543, 2.365, -2.513], [-0.147, -2.784, -5.815], [6.824, -0.510, -0.171], [-7.138, -1.974, 2.223], [1.158, -3.548, -2.936], [-4.167, 0.428, 0.632], [3.372, 2.879, 2.678], [6.547, 2.859, -2.044], [-3.328, -0.513, -1.709], [-1.250, 0.017, -0.879], [7.278, 1.949, -0.262], [-1.360, -1.181, 0.412], [4.057, 3.020, 1.840], [-3.885, -1.023, 0.305], [2.215, 4.911, 3.709], [-5.910, 2.799, -1.586], [5.693, 1.390, -1.635], [-5.078, 2.335, -0.423], [-1.954, -2.281, -3.017], [1.925, -4.400, -3.668], [6.769, 3.724, 0.384], [7.135, 0.693, 1.500], [1.251, 3.312, 2.612], [2.859, -4.201, -3.547], [6.680, 1.848, -1.654], [-8.506, -0.925, 5.113], [-8.621, -0.833, 1.321], [0.736, -2.144, -0.996], [-9.147, -1.764, 2.722], [-0.958, -2.472, -2.638], [-8.339, -1.146, 2.327], [-0.114, -4.797, -4.935], [-1.525, -1.016, -0.648], [5.582, -2.487, -1.171], [4.941, -1.802, -0.633], [2.124, 1.325, 3.480], [-1.676, -3.922, -4.743], [7.337, 1.305, -2.331], [3.945, 3.102, 3.582], [3.580, -2.024, -0.541], [3.235, 5.277, 3.840], [0.959, -3.001, -6.619], [-7.320, 0.695, 2.795], [2.977, -3.199, -1.234], [2.931, 1.422, 2.747], [2.246, 4.395, 1.635], [-0.127, -3.279, -3.409], [5.485, -0.676, -0.016], [-3.271, 0.985, 0.901], [5.053, 1.113, 1.108], [-0.570, -1.901, -1.426], [2.440, 0.879, 1.473], [-4.709, 3.034, 0.485], [-6.935, 2.460, -1.430], [-4.863, 0.486, 1.471], [2.188, 3.871, 2.592], [6.510, 2.819, 0.582], [-7.606, 0.584, 5.269], [1.296, -1.553, 0.269], [3.589, -4.232, -1.404], [3.285, -0.032, 0.785], [2.161, 1.630, 0.854], [1.636, -2.330, -6.484], [-8.106, 0.074, 3.228], [-3.023, -1.229, -0.946], [3.746, 0.790, 3.102], [-3.412, -1.507, 1.160], [-4.844, -1.520, 0.161], [-6.794, -0.864, 4.683]], "atomic_forces_ev_per_a": [[-0.025, -0.116, -0.079], [-0.162, 0.098, -0.018], [0.020, -0.021, -0.060], [-0.141, 0.145, -0.125], [-0.003, 0.024, 0.005], [0.028, -0.132, 0.049], [-0.043, 0.048, 0.034], [-0.029, 0.059, 0.009], [0.159, 0.166, -0.165], [-0.169, -0.076, 0.059], [0.294, -0.025, 0.417], [0.009, 0.027, -0.018], [-0.007, 0.039, -0.018], [0.306, -0.252, 0.031], [0.064, 0.068, -0.536], [0.268, 0.039, 0.045], [-0.016, -0.016, -0.056], [0.030, -0.018, 0.096], [-0.037, -0.015, -0.027], [-0.062, 0.076, -0.408], [-0.102, 0.094, 0.022], [-0.309, 0.213, -0.041], [0.180, -0.173, 0.244], [0.024, -0.243, 0.294], [-0.150, 0.044, 0.316], [0.091, -0.002, -0.053], [-0.210, -0.248, -0.194], [-0.023, 0.107, 0.223], [0.094, 0.119, -0.038], [0.122, 0.112, -0.014], [0.039, -0.015, -0.017], [-0.218, 0.011, -0.517], [0.204, -0.047, -0.031], [0.091, -0.023, 0.035], [0.038, -0.132, -0.014], [0.046, 0.040, -0.011], [-0.006, 0.004, -0.009], [-0.126, 0.327, -0.399], [-0.090, 0.046, 0.006], [-0.116, 0.043, -0.032], [-0.097, 0.093, -0.054], [0.065, -0.322, 0.381], [-0.168, 0.268, 0.071], [0.000, -0.007, 0.003], [-0.020, -0.034, -0.011], [0.054, 0.019, -0.132], [-0.010, -0.006, -0.005], [0.184, 0.018, -0.052], [0.012, 0.101, 0.054], [-0.115, -0.103, 0.118], [-0.150, -0.241, -0.160], [-0.021, -0.031, 0.005], [-0.072, -0.021, 0.131], [0.024, 0.033, 0.078], [-0.024, -0.135, 0.141], [-0.033, -0.118, 0.006], [0.019, -0.027, 0.018], [0.074, 0.102, 0.152], [-0.004, 0.049, 0.008], [0.067, -0.177, 0.848], [-0.015, 0.004, -0.036], [-0.128, 0.125, 0.000], [-0.042, -0.115, -0.130], [-0.190, -0.027, -0.040], [-0.235, -0.055, 0.192], [-0.166, -0.025, 0.006], [0.024, 0.104, -0.144], [0.035, 0.004, -0.043], [-0.055, -0.113, 0.019], [0.142, 0.143, 0.024], [-0.044, -0.051, 0.039], [-0.020, -0.007, -0.049], [0.076, 0.080, 0.085], [0.393, 0.020, -0.221], [0.022, -0.147, -0.034], [-0.008, -0.002, 0.008], [0.013, -0.065, 0.075], [0.184, 0.057, -0.297], [-0.002, -0.192, 0.005], [-0.162, -0.054, -0.025], [-0.052, 0.173, -0.556], [0.037, 0.005, 0.112], [0.388, 0.304, 0.336], [0.016, -0.027, -0.049], [-0.052, 0.053, 0.105], [0.002, -0.023, 0.028], [-0.011, -0.027, -0.014]]}


{"formula": "C32H43BrCoN4O9Si2", "method": "ωB97M-V with the def2-TZVPD basis set", "s2": 3.79, "relative_energy_kcal_mol": 0.0, "homo_energy_ha": [-0.0467, -0.0342], "orbital_gap_ha": [0.199, 0.185], "multiplicity": 4, "total_charge": -2, "symbols": ["H", "H", "O", "H", "H", "C", "Si", "H", "H", "H", "C", "H", "H", "H", "C", "H", "C", "C", "H", "C", "O", "C", "C", "C", "C", "C", "C", "H", "H", "H", "Si", "C", "O", "C", "Br", "C", "O", "H", "H", "C", "C", "C", "H", "O", "H", "H", "H", "O", "H", "H", "C", "H", "C", "H", "C", "H", "Co", "C", "C", "H", "C", "H", "H", "H", "H", "H", "N", "H", "H", "O", "O", "C", "H", "C", "C", "H", "H", "H", "N", "H", "C", "C", "H", "H", "C", "C", "N", "H", "C", "O", "N", "H"], "positions_angstrom": [[2.653, 3.160, -3.191], [4.679, -0.452, -1.122], [-1.365, 6.057, -1.252], [-2.743, 3.323, 4.287], [-5.429, 3.151, 0.913], [4.410, -1.125, -1.929], [-1.329, -1.767, 0.829], [-0.863, -2.297, -2.146], [-1.213, -4.573, -0.871], [0.881, 6.953, -0.604], [1.074, -2.843, -0.383], [-2.060, -4.318, 2.622], [1.476, -4.474, 1.668], [1.433, -0.801, 1.360], [3.690, -2.874, -3.959], [2.069, -3.299, -0.276], [0.444, -4.093, 1.654], [3.177, 4.457, -0.367], [-4.334, -2.840, 0.371], [5.096, -2.319, -2.093], [-0.012, 1.210, 2.404], [2.340, 3.369, -0.369], [-3.025, 3.011, 3.293], [-2.361, -2.723, -0.595], [-2.232, -4.250, -0.655], [-2.110, 2.267, 2.568], [2.659, 5.752, -0.455], [3.424, 2.060, -4.345], [-2.135, -1.093, -2.018], [-4.148, -1.472, 3.449], [2.386, 0.799, -2.516], [-1.924, -2.163, -1.955], [3.061, 8.006, -0.552], [1.287, 5.955, -0.526], [-3.816, 1.608, -1.006], [0.663, 0.614, -3.166], [4.755, 6.671, -0.465], [5.264, -4.136, -3.226], [-4.100, -1.108, 1.719], [1.365, -1.799, 1.795], [0.418, -2.709, 0.993], [0.452, 4.873, -0.482], [-0.167, -4.827, 1.126], [-0.498, 2.346, 4.288], [0.509, -3.458, -1.082], [1.051, -1.661, 2.827], [-0.910, -0.825, 3.589], [4.194, 1.954, -0.178], [5.902, -2.575, -1.416], [0.626, 0.695, -4.256], [-2.302, -2.132, 2.514], [-4.371, -2.784, -1.391], [3.354, -0.783, -2.776], [-2.003, -1.758, 4.627], [-2.832, -3.555, 2.733], [-3.234, -3.638, 3.754], [-0.884, 0.587, 0.581], [-1.399, -1.794, 3.708], [4.738, -3.196, -3.108], [-2.543, -4.731, 0.273], [-4.510, 2.907, 1.424], [-0.620, -2.541, 3.865], [-3.646, -3.804, 2.051], [2.170, -1.454, -4.441], [0.243, -0.350, -2.877], [-4.981, 3.910, 3.258], [2.962, 2.102, -0.313], [-4.025, -1.316, -0.468], [0.023, 1.387, -2.732], [0.103, 2.516, -0.486], [-1.685, 4.628, 0.321], [-3.528, 2.170, 0.789], [-3.149, -0.151, 2.842], [-3.855, -2.395, -0.500], [0.873, 3.480, -0.433], [4.243, 4.296, -0.319], [2.374, -2.240, 1.805], [-2.473, -2.669, -2.765], [-2.379, 1.825, 1.328], [0.103, -4.057, 2.690], [-4.245, 3.328, 2.717], [-0.734, 1.914, 3.153], [1.220, -1.860, -0.836], [-2.872, -4.644, -1.460], [3.257, 2.255, -3.284], [3.005, -1.680, -3.787], [3.545, 6.876, -0.490], [3.393, -3.562, -4.741], [-3.493, -1.162, 2.621], [2.253, 1.046, -0.843], [-0.979, 5.178, -0.492], [4.221, 2.438, -2.810]], "atomic_forces_ev_per_a": [[-0.001, 0.017, -0.022], [-0.016, -0.004, 0.016], [-0.072, -0.047, -0.191], [0.022, 0.002, 0.005], [-0.008, -0.010, -0.003], [0.026, 0.059, 0.025], [0.139, 0.016, -0.228], [0.127, -0.020, -0.019], [0.026, 0.006, 0.015], [0.014, -0.022, 0.010], [0.024, -0.011, -0.068], [0.021, 0.009, -0.007], [0.015, -0.017, -0.005], [0.014, -0.005, -0.040], [0.004, -0.025, 0.003], [0.040, 0.028, -0.007], [-0.029, 0.013, -0.011], [0.020, -0.006, 0.002], [-0.011, -0.016, 0.040], [0.012, -0.007, 0.003], [0.135, 0.112, 0.029], [-0.010, -0.006, 0.002], [-0.047, 0.013, -0.029], [0.029, 0.027, -0.006], [0.009, 0.025, 0.013], [-0.026, 0.063, 0.008], [-0.002, 0.012, 0.030], [0.001, -0.020, -0.017], [0.016, 0.022, 0.021], [-0.003, 0.008, 0.030], [-0.184, 0.039, 0.114], [-0.018, 0.024, -0.013], [0.087, -0.103, 0.004], [0.048, 0.050, -0.023], [-0.005, 0.025, -0.010], [-0.107, -0.036, -0.043], [-0.123, 0.060, 0.010], [0.004, 0.003, 0.000], [-0.044, -0.020, -0.036], [-0.005, -0.005, 0.023], [-0.009, 0.044, 0.072], [-0.133, -0.291, -0.165], [-0.038, -0.009, -0.025], [0.006, 0.018, 0.063], [-0.013, -0.062, -0.002], [0.003, -0.004, 0.027], [-0.016, 0.022, -0.013], [0.045, -0.043, 0.005], [0.009, -0.002, 0.007], [0.016, -0.010, -0.018], [-0.007, 0.082, 0.057], [-0.014, -0.002, -0.016], [-0.055, -0.043, 0.061], [-0.017, -0.004, 0.013], [-0.029, 0.028, -0.026], [-0.015, -0.023, 0.018], [-0.052, -0.217, 0.061], [0.043, -0.009, 0.032], [0.004, -0.010, -0.015], [-0.004, 0.003, 0.039], [0.002, 0.019, -0.019], [-0.009, -0.019, 0.007], [-0.011, -0.016, -0.044], [-0.028, 0.002, -0.008], [-0.058, -0.044, 0.028], [-0.004, 0.001, 0.005], [-0.225, 0.098, 0.033], [0.011, -0.013, 0.004], [0.075, -0.004, -0.002], [-0.300, 0.226, 0.056], [-0.157, -0.263, -0.058], [-0.031, -0.029, -0.020], [0.017, -0.030, -0.050], [-0.006, 0.015, 0.015], [0.183, -0.085, 0.167], [-0.013, 0.016, 0.000], [0.013, -0.003, -0.003], [-0.021, 0.009, -0.002], [0.140, 0.143, -0.078], [-0.004, -0.013, -0.005], [0.030, 0.003, 0.035], [-0.057, -0.023, -0.006], [-0.039, 0.082, -0.078], [-0.014, -0.019, -0.015], [-0.004, 0.037, -0.013], [0.014, 0.016, -0.009], [0.003, 0.016, -0.009], [0.005, -0.005, -0.005], [0.026, -0.001, 0.070], [0.288, -0.165, -0.151], [0.278, 0.329, 0.336], [0.050, 0.002, 0.019]]}


Q: Number 2 is which compound?
A: C32H43BrCoN4O9Si2